No. 1
This record from OMol25 describes H3N3O2 in the gas phase. The level of theory is the ωB97M-V functional and the def2-TZVPD basis.

Geometry (Å):
N 0.63502 0.24231 -0.13165
N -0.81843 -0.60113 -0.21734
N -1.93960 0.14336 -0.04954
O -1.91709 1.34336 -0.02170
O -2.94044 -0.58050 0.05184
H 0.63296 0.77134 -1.02676
H 0.33399 0.95735 0.58342
H -0.75940 -1.53324 -0.34500

Computed properties:
HOMO (spin up / spin down) (eV): -5.953 / -10.406
2S+1: 3
Kohn-Sham gap (spin up / spin down) (eV): 6.05 / 6.71
ΔE to the lowest compared entry with this formula, charge and spin (kJ/mol): 428.90
LUMO (spin up / spin down) (hartree): 0.0037 / -0.1360

How is the electron density shared among the atoms? According to natural (NBO), the charges in e are: atom 1 (N): -0.720, atom 2 (N): -0.178, atom 3 (N): 0.546, atom 4 (O): -0.370, atom 5 (O): -0.365, atom 6 (H): 0.363, atom 7 (H): 0.340, atom 8 (H): 0.384

***

No. 2
This record from OMol25 describes a gas-phase ion, H3N4 (charge -1). The level of theory is the ωB97M-V functional and the def2-TZVPD basis.

Geometry (Å):
N -0.66949 0.75900 0.89404
N 0.62978 0.42416 -1.05892
N 0.28356 -1.18708 0.33261
N 0.08067 0.03826 0.09532
H -1.10724 0.19727 1.57653
H 0.17855 1.31447 -1.30779
H 0.60418 -1.54608 -0.53179

Computed properties:
HOMO (spin up / spin down) (eV): 0.623 / -2.047
2S+1: 3
Kohn-Sham gap (spin up / spin down) (eV): 5.29 / 5.93
Net charge: -1
LUMO (spin up / spin down) (hartree): 0.2172 / 0.1426

How is the electron density shared among the atoms? According to natural (NBO), the charges in e are: atom 1 (N): -0.795, atom 2 (N): -0.725, atom 3 (N): -0.386, atom 4 (N): 0.054, atom 5 (H): 0.282, atom 6 (H): 0.284, atom 7 (H): 0.286

***

No. 3
This record from OMol25 describes 2 unconnected molecules or ions with the total composition H3N4O2. The level of theory is the ωB97M-V functional and the def2-TZVPD basis.

Geometry (Å):
N 1.00717 0.49780 -0.39990
N -2.27389 -1.28662 0.17246
N -1.87534 -0.32793 -0.34235
N 0.76756 -0.74636 -0.37253
O 1.74967 -1.54952 0.14634
O 2.17838 0.93066 0.01763
H -1.95844 -0.07684 -1.40517
H -1.40086 0.47579 0.11260
H 2.55044 -0.98168 0.30823

Computed properties:
HOMO (eV): -3.622
Kohn-Sham gap (eV): 8.31
ΔE to the lowest compared entry with this formula, charge and spin (kJ/mol): 88.48
Net charge: -1
LUMO (hartree): 0.1722

natural (NBO) atomic charge list, values in e, 8 entries: atom 1 (N): -0.009, atom 2 (N): -0.264, atom 3 (N): -0.318, atom 4 (N): -0.091, atom 5 (O): -0.625, atom 6 (O): -0.719, atom 7 (H): 0.243, atom 8 (H): 0.320

***

No. 4
This record from OMol25 describes 2 unconnected molecules or ions with the total composition H3N4P. The level of theory is the ωB97M-V functional and the def2-TZVPD basis.

Geometry (Å):
N 1.23417 0.34572 2.11018
N 0.12683 -0.06712 1.71248
N -0.78986 0.48947 -0.65104
N -0.51340 -0.07756 -1.68450
P -1.21828 -0.73003 1.47880
H 1.67891 0.90194 1.31910
H 0.53380 0.05746 -2.19372
H -1.05216 -0.91987 -2.09131

Computed properties:
HOMO (eV): -7.758
Kohn-Sham gap (eV): 7.97
ΔE to the lowest compared entry with this formula, charge and spin (kJ/mol): 75.59
LUMO (hartree): 0.0079

How is the electron density shared among the atoms? According to natural (NBO), the charges in e are: atom 1 (N): -0.462, atom 2 (N): -0.468, atom 3 (N): -0.219, atom 4 (N): -0.395, atom 5 (P): 0.598, atom 6 (H): 0.316, atom 7 (H): 0.297, atom 8 (H): 0.331

***

No. 5
This record from OMol25 describes 2 unconnected molecules or ions with the total composition H3N6. The level of theory is the ωB97M-V functional and the def2-TZVPD basis.

Geometry (Å):
N 0.27713 0.95531 0.89944
N -0.00593 -0.05812 0.41179
N 1.11347 2.21316 -2.60340
N 0.35336 1.84250 1.64854
N 0.02418 1.93229 -2.68564
N -0.51658 -0.64637 -0.58102
H 1.14904 2.34140 1.79657
H -0.29285 -1.63328 -0.76976
H -0.67303 -0.22600 -1.44746

Computed properties:
HOMO (eV): -15.803
Kohn-Sham gap (eV): 10.55
ΔE to the lowest compared entry with this formula, charge and spin (kJ/mol): 24.90
Net charge: +1
LUMO (hartree): -0.1929

natural (NBO) atomic charge list, values in e, 8 entries: atom 1 (N): 0.327, atom 2 (N): 0.154, atom 3 (N): 0.041, atom 4 (N): -0.229, atom 5 (N): -0.036, atom 6 (N): -0.515, atom 7 (H): 0.407, atom 8 (H): 0.438

***

No. 6
This record from OMol25 describes 2 unconnected molecules or ions with the total composition H3NO2. The level of theory is the ωB97M-V functional and the def2-TZVPD basis.

Geometry (Å):
N 0.71314 0.17432 0.13979
O -1.05425 -0.40223 -0.02057
O 1.85855 -0.40049 -0.01708
H 0.44850 0.15745 1.08784
H 0.56868 0.71848 -0.62909
H -1.01688 -1.36674 -0.23797

Computed properties:
HOMO (spin up / spin down) (eV): -10.213 / -10.212
Kohn-Sham gap (spin up / spin down) (eV): 9.54 / 9.54
ΔE to the lowest compared entry with this formula, charge and spin (kJ/mol): 197.82
LUMO (spin up / spin down) (hartree): -0.0248 / -0.0248

How is the electron density shared among the atoms? According to natural (NBO), the charges in e are: atom 1 (N): -0.026, atom 2 (O): -0.833, atom 3 (O): -0.419, atom 4 (H): 0.420, atom 5 (H): 0.406, atom 6 (H): 0.452

***

No. 7
This record from OMol25 describes a molecular structure, H3NO2Si. The level of theory is the ωB97M-V functional and the def2-TZVPD basis.

Geometry (Å):
N 2.41970 0.02046 0.08340
O 2.89678 0.92902 -0.55172
O 2.99921 -0.98973 0.40745
Si 0.09797 0.00949 -0.01362
H 0.03513 -1.14292 0.95738
H -0.08385 1.24082 0.75549
H -0.22740 0.33261 -1.47884

Computed properties:
HOMO (eV): -9.492
Kohn-Sham gap (eV): 8.79
ΔE to the lowest compared entry with this formula, charge and spin (kJ/mol): 141.11
LUMO (hartree): -0.0259

How is the electron density shared among the atoms? According to natural (NBO), the charges in e are: atom 1 (N): 0.352, atom 2 (O): -0.414, atom 3 (O): -0.404, atom 4 (Si): 0.821, atom 5 (H): -0.102, atom 6 (H): -0.160, atom 7 (H): -0.093

***

No. 8
This record from OMol25 describes 2 unconnected molecules or ions with the total composition H3NO3P2. The level of theory is the ωB97M-V functional and the def2-TZVPD basis.

Geometry (Å):
N -0.62563 0.41299 0.00050
O -4.39259 -1.04853 0.85421
O -4.55964 1.42023 0.46456
O -4.58823 -0.19706 -1.58372
P 0.65193 -0.48940 -0.26011
P -4.44472 0.09437 -0.09410
H -1.41839 0.10278 -0.38686
H 1.66459 0.36284 -0.88844
H 1.34376 -0.45168 1.04078

Computed properties:
HOMO (eV): 0.699
Kohn-Sham gap (eV): 6.10
ΔE to the lowest compared entry with this formula, charge and spin (kJ/mol): 56.33
Net charge: -2
LUMO (hartree): 0.2499

natural (NBO) atomic charge list, values in e, 8 entries: atom 1 (N): -1.415, atom 2 (O): -1.146, atom 3 (O): -1.137, atom 4 (O): -1.146, atom 5 (P): 0.464, atom 6 (P): 2.427, atom 7 (H): 0.330, atom 8 (H): -0.200

***

Asked for max |F| across the records above, the calculation gives 5.3 6.4 4.7 3.1 5.3 5.6 3.4 4.3 eV Å⁻¹ in order.